i | Molecular formula: C5H7N2
Method: DFT, ωB97M-V with the def2-TZVPD basis set

CARTESIAN COORDINATES (ANGSTROEM)
C: 1.62527 1.02286 -0.30713
C: 0.47323 0.37767 0.53602
C: 0.14882 -1.04444 0.16288
C: -1.02614 -1.43080 -0.39075
C: -1.88998 -0.40652 0.06276
N: -1.60393 0.79181 0.09062
N: -0.54619 1.35328 0.08900
H: 2.40587 0.32583 -0.20461
H: 1.71708 2.21605 -0.24891
H: 1.17256 0.94239 -1.41774
H: 0.71041 0.39237 1.61083
H: 0.96412 -1.70631 0.38833
H: -1.24946 -2.27639 -0.99045
H: -2.90166 -0.55779 0.61915

Results
**Gap between HOMO and LUMO**: 8.9061 eV
**Net charge**: +1
**SMILES**: C[C@@H]1C=CC=[N+]=N1

Okay, here come the Löwdin numbers, in e, for every atom:
1. C -0.022
2. C -0.305
3. C 0.058
4. C 0.052
5. C -0.069
6. N 0.109
7. N 0.169
8. H 0.058
9. H 0.154
10. H 0.137
11. H 0.176
12. H 0.150
13. H 0.132
14. H 0.201

***

ii | Molecular formula: C5H7N2
Method: DFT, ωB97M-V with the def2-TZVPD basis set

CARTESIAN COORDINATES (ANGSTROEM)
C: 0.51068 2.60455 -0.83317
C: 0.32293 1.46227 -0.19319
N: -0.46664 0.94930 0.69719
C: -0.46859 -0.37620 0.60396
C: -1.22658 -1.73952 1.13101
C: 0.65259 -0.85725 -0.27045
N: 1.15177 0.23352 -0.79799
H: 0.07739 3.16795 -0.07486
H: 0.90985 2.83421 -1.79999
H: -0.42572 -2.63472 0.88344
H: -1.96536 -2.01416 0.29540
H: -1.80396 -1.94215 1.97971
H: 0.64755 -1.98776 -0.40067
H: 2.08408 0.29996 -1.22040

Results
**Gap between HOMO and LUMO (alpha / beta)**: 8.3594 / 8.3589 eV
**Net charge**: +1
**SMILES**: C=C1N=C(C)C=[NH+]1

Okay, here come the Löwdin numbers, in e, for every atom:
1. C 0.227
2. C -0.316
3. N 0.184
4. C -0.138
5. C 0.020
6. C 0.038
7. N 0.174
8. H 0.087
9. H 0.111
10. H 0.117
11. H 0.110
12. H 0.046
13. H 0.161
14. H 0.179

***

Bottom line: ii, by a margin of 114.0 kJ/mol.

***

i | Molecular formula: C5H7N2
Method: DFT, ωB97M-V with the def2-TZVPD basis set

CARTESIAN COORDINATES (ANGSTROEM)
H: 0.14624 -3.11513 1.74566
N: 0.10972 -2.44254 0.97738
C: -0.30461 -1.28359 1.27891
N: -0.27433 -0.22924 0.29866
C: -0.80405 1.04363 0.74967
C: 0.26702 -0.43213 -0.85500
C: 0.57021 0.87300 -1.96919
C: 1.21915 1.47064 -2.79677
H: -0.60398 -0.91821 2.18870
H: -0.50976 1.93608 0.09361
H: -1.95770 0.88334 0.86655
H: -0.36580 1.15937 1.78027
H: 0.92589 -1.34600 -1.17895
H: 1.58202 2.40076 -3.17949

Results
**Gap between HOMO and LUMO**: 9.3544 eV
**Net charge**: +1
**SMILES**: [H]/N=C/[N+](C)=C/C#C

Okay, here come the Löwdin numbers, in e, for every atom:
1. H 0.100
2. N 0.189
3. C -0.157
4. N -0.134
5. C 0.002
6. C 0.119
7. C 0.001
8. C 0.121
9. H 0.109
10. H 0.127
11. H 0.157
12. H 0.121
13. H 0.185
14. H 0.060

***

ii | Molecular formula: C5H7N2
Method: DFT, ωB97M-V with the def2-TZVPD basis set

CARTESIAN COORDINATES (ANGSTROEM)
C: 0.96193 -0.31860 -1.58288
C: -0.02916 -1.09452 -1.10572
C: 1.10740 0.97802 -0.93932
C: -0.20570 0.76767 0.89745
C: -0.79855 -0.89126 0.04468
N: 0.47010 1.37839 0.11633
N: -0.59337 0.73844 2.11899
H: 1.68761 -0.46066 -2.28382
H: -0.37112 -1.85778 -1.86311
H: 1.40930 1.72309 -1.60052
H: -1.92148 -0.99724 0.12498
H: -0.23538 -1.27058 0.87716
H: -1.16435 -0.05001 2.29843
H: -0.31724 1.35503 2.89738

Results
**Gap between HOMO and LUMO**: 8.7541 eV
**Net charge**: +1

Okay, here come the Löwdin numbers, in e, for every atom:
1. C 0.001
2. C -0.077
3. C 0.004
4. C -0.245
5. C 0.014
6. N 0.164
7. N 0.229
8. H 0.094
9. H 0.161
10. H 0.117
11. H 0.141
12. H 0.107
13. H 0.116
14. H 0.174

***

Bottom line: ii, by a margin of 174.7 kJ/mol.

***

i | Molecular formula: C3H11N2S
Method: DFT, ωB97M-V with the def2-TZVPD basis set

CARTESIAN COORDINATES (ANGSTROEM)
C: -0.10357 0.34896 -2.33631
S: 0.59410 0.25307 -0.64274
C: 1.93847 1.38518 -0.50571
H: -0.07904 1.36062 -2.74407
H: 0.46762 -0.30082 -3.00384
H: -1.15767 0.06466 -2.29390
H: 2.09134 1.54210 0.56231
H: 1.59096 2.31496 -0.94463
H: 2.84262 0.95602 -0.93553
N: -0.28965 -0.39636 2.26453
C: -1.38505 -1.01694 1.89799
N: -1.51348 -1.61300 0.73717
H: 0.50953 -0.19260 1.67166
H: -0.34378 0.24365 3.04052
H: -2.24980 -0.92660 2.54192
H: -2.21303 -2.31759 0.55378
H: -0.69958 -1.70530 0.13684

Results
**Gap between HOMO and LUMO**: 8.8819 eV
**Net charge**: +1

Okay, here come the Löwdin numbers, in e, for every atom:
1. C -0.348
2. S 0.754
3. C -0.401
4. H 0.047
5. H 0.041
6. H 0.036
7. H 0.035
8. H 0.047
9. H 0.049
10. N 0.170
11. C -0.171
12. N 0.170
13. H 0.054
14. H 0.138
15. H 0.166
16. H 0.143
17. H 0.070

***

ii | Molecular formula: C3H11N2S
Method: DFT, ωB97M-V with the def2-TZVPD basis set

CARTESIAN COORDINATES (ANGSTROEM)
N: 0.53692 0.64855 -2.29728
C: 0.76240 0.86192 -0.80165
C: 0.32199 -0.35616 0.25280
N: -0.70687 -1.27165 -0.37082
C: -0.27667 0.24622 1.42360
S: -1.15015 -1.04472 2.43638
H: 0.24836 1.59797 -2.48841
H: 1.25625 0.45941 -3.03847
H: 0.31593 1.71475 -0.24453
H: 1.81895 0.98582 -0.70490
H: 1.30863 -0.82198 0.59767
H: -0.28920 -1.79832 -1.26255
H: -1.58440 -0.79782 -0.57074
H: -1.04283 -2.00821 0.32858
H: -1.01798 1.05954 1.27713
H: 0.38445 0.92050 1.87929
H: -0.88578 -0.39582 3.58389

Results
**Gap between HOMO and LUMO**: 10.0344 eV
**Net charge**: +1
**SMILES**: NC[C@H]([NH3+])CS

Okay, here come the Löwdin numbers, in e, for every atom:
1. N -0.010
2. C -0.146
3. C -0.367
4. N 0.150
5. C -0.543
6. S 0.772
7. H 0.059
8. H 0.104
9. H 0.116
10. H 0.096
11. H 0.178
12. H 0.231
13. H 0.161
14. H 0.114
15. H 0.099
16. H 0.088
17. H -0.101

***

Bottom line: i, by a margin of 203.3 kJ/mol.

***

i | Molecular formula: C3H11N2S
Method: DFT, ωB97M-V with the def2-TZVPD basis set

CARTESIAN COORDINATES (ANGSTROEM)
C: 1.42894 0.29823 -1.50051
C: -2.81871 1.11818 1.01704
C: 1.38610 -0.74241 0.70207
N: 1.95225 -1.92881 0.67030
N: 1.18390 0.22500 -0.12822
S: -1.78798 0.34010 -0.38169
H: 1.67433 -0.63864 -1.94218
H: 0.51735 0.64671 -2.03833
H: 2.27225 0.90412 -1.78923
H: -3.83444 1.17587 0.75389
H: -2.31881 2.06034 1.12151
H: -2.59068 0.47785 1.87951
H: 1.03569 -0.60869 1.66799
H: 1.89286 -2.57103 1.42059
H: 1.87964 -2.54153 -0.18201
H: -2.41948 0.88882 -1.51745
H: 0.54677 0.89589 0.24672

Results
**Gap between HOMO and LUMO**: 9.4566 eV
**Net charge**: +1

Okay, here come the Löwdin numbers, in e, for every atom:
1. C -0.061
2. C -0.356
3. C -0.159
4. N 0.191
5. N -0.024
6. S 0.633
7. H 0.089
8. H 0.096
9. H 0.106
10. H 0.016
11. H 0.009
12. H 0.033
13. H 0.142
14. H 0.118
15. H 0.166
16. H -0.089
17. H 0.089

***

ii | Molecular formula: C3H11N2S
Method: DFT, ωB97M-V with the def2-TZVPD basis set

CARTESIAN COORDINATES (ANGSTROEM)
C: -0.44802 2.67673 -0.16346
C: -0.37366 -2.66603 -0.13093
C: 0.73670 0.52298 -0.43547
N: 0.44769 1.60509 0.24526
N: -0.83298 -1.31306 0.22430
S: 2.14473 -0.40692 0.03036
H: 0.11171 3.40856 -0.81187
H: -1.27675 2.22733 -0.58700
H: -0.63352 3.22542 0.73707
H: -1.09914 -3.41436 0.01107
H: -0.14427 -2.66987 -1.27212
H: 0.52352 -3.04367 0.31064
H: 0.43607 0.43971 -1.40096
H: 0.68217 1.62015 1.23183
H: -1.65529 -1.24382 -0.41034
H: -1.02223 -1.26167 1.17631
H: 2.40327 0.29343 1.24530

Results
**Gap between HOMO and LUMO**: 9.5166 eV
**Net charge**: +1

Okay, here come the Löwdin numbers, in e, for every atom:
1. C -0.007
2. C -0.173
3. C -0.448
4. N -0.074
5. N -0.060
6. S 0.886
7. H 0.129
8. H 0.075
9. H 0.095
10. H 0.058
11. H 0.116
12. H 0.051
13. H 0.074
14. H 0.142
15. H 0.112
16. H 0.060
17. H -0.035

***

Bottom line: i, by a margin of 78.9 kJ/mol.

***

i | Molecular formula: CH5OS
Method: DFT, ωB97M-V with the def2-TZVPD basis set

CARTESIAN COORDINATES (ANGSTROEM)
C: 0.87743 0.62259 -0.50700
S: 2.18758 0.38307 0.77197
H: 1.13871 0.21235 -1.48962
H: 0.05185 -0.02210 -0.19867
H: 0.57254 1.66997 -0.57493
H: -2.18949 -0.50095 0.34453
H: -0.84118 -1.18157 0.74444
O: -1.79743 -1.18336 0.90928

Results
**Gap between HOMO and LUMO**: 6.3377 eV
**Net charge**: -1

Okay, here come the Löwdin numbers, in e, for every atom:
1. C -0.741
2. S -0.088
3. H -0.016
4. H -0.078
5. H -0.019
6. H 0.030
7. H 0.007
8. O -0.094

***

ii | Molecular formula: CH5OS
Method: DFT, ωB97M-V with the def2-TZVPD basis set

CARTESIAN COORDINATES (ANGSTROEM)
S: -2.35208 -1.12627 0.30748
H: -1.81868 -2.31038 -0.00217
C: 0.75182 0.90019 -0.13083
O: 1.05159 -0.37491 0.33168
H: 0.59987 1.60277 0.69554
H: -0.07293 0.92964 -0.84744
H: 1.58955 1.27878 -0.74429
H: 0.25087 -0.89983 0.39003

Results
**Gap between HOMO and LUMO**: 6.9938 eV
**Net charge**: -1

Okay, here come the Löwdin numbers, in e, for every atom:
1. S -0.266
2. H -0.477
3. C -0.242
4. O -0.164
5. H 0.067
6. H 0.052
7. H 0.062
8. H -0.031

***

Bottom line: ii, by a margin of 25.1 kJ/mol.